No. 1
Formula: C2H3N3S2
Source: the OMol25 dataset
Level of theory: ωB97M-V/def2-TZVPD

```
! RIJCOSX wB97M-V def2-TZVPD def2/J DEFGRID3
* xyz 0 1
C -1.044 0.460 -2.316
C -0.161 -0.098 -0.162
N -0.709 1.457 -1.566
N -0.086 1.144 -0.440
N 1.277 -0.410 1.620
S -0.939 -1.033 -1.418
S 0.641 -0.666 3.088
H -1.614 0.536 -3.164
H 1.457 0.559 1.220
H 1.178 -1.950 3.138
*
```

Summary:
Electronic energy, Eh: -1038.4655
HOMO level (spin up / spin down), eV: -9.3 / -8.9
Energy above the lowest of the compared OMol25 structures with the same formula, charge and spin, kJ/mol: 451.9
Frontier orbital gap (spin up / spin down), eV: 8.383 / 7.718
LUMO level (spin up / spin down), eV: -0.891 / -1.191


No. 2
Formula: C4H4N2S
Source: the OMol25 dataset
Level of theory: ωB97M-V/def2-TZVPD

```
! RIJCOSX wB97M-V def2-TZVPD def2/J DEFGRID3
* xyz 0 1
C -1.377 1.124 -0.114
C -0.085 1.211 0.133
C -0.802 -0.944 0.177
C 1.573 -0.604 -0.021
N -1.813 -0.226 -0.072
N 0.351 -0.155 0.284
S 3.007 0.085 -0.046
H -2.058 1.971 -0.088
H 0.498 2.139 0.109
H -0.580 -2.080 0.220
H 1.286 -2.521 -0.580
*
```

Summary:
Electronic energy, Eh: -662.3548
HOMO level (spin up / spin down), eV: -8.9 / -8.9
Energy above the lowest of the compared OMol25 structures with the same formula, charge and spin, kJ/mol: 448.6
Frontier orbital gap (spin up / spin down), eV: 7.987 / 8.007
LUMO level (spin up / spin down), eV: -0.879 / -0.904


No. 3
Formula: C23H77BClIN2O13P
Source: the OMol25 dataset
Level of theory: ωB97M-V/def2-TZVPD

```
! RIJCOSX wB97M-V def2-TZVPD def2/J DEFGRID3
* xyz -1 1
C 5.168 1.913 3.563
C 4.615 1.760 2.116
C 5.609 1.051 1.150
C 5.731 -0.496 1.393
C 4.756 -1.324 0.465
C 3.528 -1.728 1.361
C 2.252 -2.083 0.550
C 0.980 -1.583 1.335
C -0.302 -1.518 0.467
P -0.933 0.176 -0.116
Cl -1.597 2.203 -0.859
I -0.985 1.169 2.232
C -2.776 -0.361 -0.086
C -3.440 -0.794 1.244
N -4.344 0.221 1.853
B 0.836 0.881 -0.436
N 1.495 0.585 -1.740
O 1.603 1.683 0.470
H 6.103 2.501 3.619
H 4.404 2.461 4.152
H 5.332 0.950 4.080
H 4.453 2.782 1.722
H 3.630 1.266 2.175
H 5.394 1.265 0.088
H 6.615 1.476 1.357
H 6.786 -0.808 1.288
H 5.465 -0.679 2.456
H 5.283 -2.224 0.092
H 4.467 -0.660 -0.366
H 3.836 -2.565 2.024
H 3.377 -0.867 2.044
H 2.296 -1.590 -0.443
H 2.181 -3.167 0.329
H 1.295 -0.698 1.908
H 0.826 -2.380 2.104
H -1.073 -2.162 0.938
H -0.067 -2.068 -0.478
H -0.909 -0.283 -1.504
H -3.421 0.413 -0.534
H -2.840 -1.221 -0.792
H -2.775 -1.272 1.991
H -4.149 -1.621 0.973
H -4.259 0.138 2.864
H -4.021 1.141 1.573
H 1.079 1.114 -2.498
H 2.499 0.710 -1.692
H 2.090 2.290 -0.090
C -4.747 0.074 5.938
O -5.137 -0.398 4.651
H -4.396 1.099 5.837
H -5.600 0.048 6.615
H -3.938 -0.546 6.334
H -5.442 -1.301 4.758
C 1.739 -2.762 -3.046
O 1.842 -4.118 -2.612
H 0.815 -2.338 -2.657
H 2.587 -2.186 -2.666
H 1.721 -2.720 -4.138
H 2.663 -4.468 -2.966
C -8.120 -0.870 8.327
O -6.874 -1.400 7.889
H -7.998 0.199 8.493
H -8.887 -1.028 7.565
H -8.425 -1.345 9.263
H -6.997 -2.341 7.747
C -5.288 4.174 -1.199
O -4.768 2.893 -0.887
H -6.350 4.189 -0.962
H -4.777 4.937 -0.603
H -5.154 4.385 -2.266
H -3.825 2.904 -1.103
C -0.310 -3.042 -6.928
O 0.732 -2.322 -6.285
H -0.848 -3.614 -6.176
H -1.001 -2.348 -7.416
H 0.107 -3.728 -7.672
H 1.194 -1.822 -6.962
C 5.704 -6.329 -3.489
O 4.692 -5.330 -3.470
H 5.441 -7.098 -2.766
H 5.773 -6.779 -4.483
H 6.669 -5.894 -3.214
H 4.938 -4.660 -4.111
C -0.881 5.211 -3.941
O -0.007 4.131 -3.650
H -0.702 5.533 -4.966
H -1.922 4.891 -3.841
H -0.687 6.047 -3.263
H -0.182 3.860 -2.740
C -6.415 7.280 0.001
O -7.578 6.608 -0.473
H -5.618 7.146 -0.727
H -6.624 8.348 0.116
H -6.104 6.855 0.958
H -8.269 6.735 0.180
C -1.888 -5.094 -2.078
O -1.272 -6.354 -1.832
H -2.929 -5.152 -1.767
H -1.382 -4.314 -1.504
H -1.842 -4.859 -3.145
H -0.356 -6.277 -2.112
C 0.032 1.419 -6.491
O 0.972 0.367 -6.296
H 0.130 1.784 -7.513
H -0.986 1.048 -6.339
H 0.230 2.239 -5.797
H 0.871 0.055 -5.393
C 0.954 -2.966 5.556
O -0.046 -1.959 5.536
H 0.653 -3.736 6.265
H 1.061 -3.413 4.564
H 1.912 -2.542 5.873
H 0.236 -1.289 4.904
C 5.780 4.964 0.310
O 5.292 3.998 -0.612
H 4.942 5.332 0.898
H 6.516 4.509 0.981
H 6.238 5.801 -0.225
H 6.042 3.684 -1.120
*
```

Summary:
Electronic energy, Eh: -3134.1098
HOMO level, eV: -4.4
Frontier orbital gap, eV: 6.474
LUMO level, eV: 2.058


No. 4
Formula: CH2O3S
Source: the OMol25 dataset
Level of theory: ωB97M-V/def2-TZVPD

```
! RIJCOSX wB97M-V def2-TZVPD def2/J DEFGRID3
* xyz 0 3
C -0.428 0.065 0.196
O -3.024 0.614 0.414
O -1.230 -1.261 0.247
O 0.783 0.058 -0.393
S -2.119 -0.028 -0.485
H -0.262 0.498 1.090
H 0.710 -0.527 -1.111
*
```

Summary:
Electronic energy, Eh: -662.9823
HOMO level (spin up / spin down), eV: -5.9 / -11.3
Energy above the lowest of the compared OMol25 structures with the same formula, charge and spin, kJ/mol: 485.1
Frontier orbital gap (spin up / spin down), eV: 6.383 / 8.158
Expectation value of S²: 2.01
LUMO level (spin up / spin down), eV: 0.505 / -3.166


No. 5
Formula: C2H2ClIO
Source: the OMol25 dataset
Level of theory: ωB97M-V/def2-TZVPD

```
! RIJCOSX wB97M-V def2-TZVPD def2/J DEFGRID3
* xyz 0 1
C -0.124 -0.050 -0.056
C -0.313 -0.655 1.225
O 0.765 0.542 -0.613
Cl 1.049 -0.826 2.129
I 0.792 2.472 -3.335
H -1.012 -0.218 -0.832
H -1.157 -1.265 1.483
*
```

Summary:
Electronic energy, Eh: -910.4296
HOMO level (spin up / spin down), eV: -9.9 / -9.5
Energy above the lowest of the compared OMol25 structures with the same formula, charge and spin, kJ/mol: 216.7
Frontier orbital gap (spin up / spin down), eV: 7.848 / 6.811
LUMO level (spin up / spin down), eV: -2.047 / -2.717